[1]
This record from the OMol25 dataset describes a molecular structure, C43H31AsN3O4PdS2. The level of theory is ωB97M-V/def2-TZVPD.

Each line ends with the Löwdin spin population.
Element x y z (Å)
Pd 0.07 0.16 0.17  1.335
S 2.47 0.09 0.57  0.159
C 2.84 -0.35 2.23  0.030
C 4.13 -0.86 2.48  0.011
C 4.54 -1.18 3.76  0.004
C 3.68 -1.00 4.84  0.002
C 2.41 -0.51 4.61  0.003
C 1.98 -0.18 3.33  0.007
As 0.18 0.46 2.98  0.069
C -0.60 0.32 4.77  0.030
C -1.22 -0.87 5.12  0.004
C -1.79 -1.04 6.37  0.000
C -1.75 0.00 7.29  0.001
C -1.14 1.20 6.96  0.001
C -0.57 1.36 5.70  0.005
C 0.45 2.39 2.88  0.000
C -0.68 3.18 2.69  -0.001
C -0.55 4.54 2.48  0.000
C 0.71 5.12 2.43  -0.002
C 1.84 4.33 2.60  0.000
C 1.71 2.97 2.83  -0.001
H 4.80 -0.99 1.65  0.003
H 5.54 -1.57 3.92  0.000
H 3.99 -1.25 5.85  0.000
H 1.73 -0.37 5.45  0.000
H -1.26 -1.68 4.39  0.001
H -2.26 -1.98 6.63  0.000
H -2.20 -0.13 8.27  0.000
H -1.11 2.01 7.67  0.000
H -0.09 2.30 5.44  0.001
H -1.66 2.72 2.69  0.000
H -1.43 5.15 2.33  0.000
H 0.81 6.18 2.23  0.000
H 2.82 4.78 2.54  0.000
H 2.60 2.35 2.94  0.000
C -0.06 2.08 -0.63  0.126
C -0.14 3.27 -0.88  0.018
C -0.24 4.69 -1.07  -0.001
C -1.46 5.35 -0.92  -0.002
C -1.55 6.73 -1.06  0.000
C -0.42 7.48 -1.35  -0.002
C 0.80 6.83 -1.51  0.000
C 0.89 5.46 -1.37  -0.002
H -2.34 4.76 -0.68  0.000
H -2.51 7.22 -0.93  0.000
H -0.49 8.55 -1.46  0.000
H 1.69 7.41 -1.74  0.000
H 1.84 4.95 -1.49  0.000
O -0.28 -1.57 -1.39  0.065
C -0.26 -2.43 -0.48  0.008
O -0.14 -2.16 0.74  0.047
C -0.43 -3.88 -0.86  0.003
C -0.77 -4.23 -2.16  0.001
C -0.94 -5.55 -2.51  0.000
C -0.76 -6.52 -1.54  0.000
C -0.41 -6.21 -0.24  0.000
C -0.25 -4.87 0.09  0.001
N -0.94 -7.93 -1.91  0.000
O -1.22 -8.19 -3.06  0.000
O -0.73 -8.77 -1.05  0.000
H -0.89 -3.43 -2.89  0.000
H -1.21 -5.85 -3.52  0.000
H -0.27 -7.00 0.48  0.000
H 0.02 -4.57 1.10  0.000
S -6.50 -1.34 -1.15  0.000
C -4.87 -0.80 -0.64  0.000
C -4.23 0.23 -1.30  0.001
C -2.97 0.60 -0.88  0.007
N -2.35 0.02 0.14  0.052
C -2.97 -0.97 0.78  0.005
C -4.23 -1.42 0.42  0.002
C -7.44 -0.64 0.21  0.000
C -7.49 0.73 0.40  0.000
C -8.24 1.21 1.47  0.000
N -8.93 0.44 2.30  0.000
C -8.87 -0.87 2.09  0.000
C -8.14 -1.46 1.07  0.000
H -4.70 0.72 -2.14  0.000
H -2.41 1.40 -1.37  0.003
H -2.41 -1.42 1.59  0.001
H -4.70 -2.24 0.96  0.000
H -6.96 1.41 -0.25  0.000
H -8.30 2.28 1.65  0.000
H -9.43 -1.49 2.79  0.000
H -8.12 -2.54 0.95  0.000

Properties
- Spin multiplicity: 3
- Energy relative to the best compared isomer or geometry (same formula, charge and spin): 4.86 kcal/mol
- Kohn-Sham gap (alpha / beta): 5.85 / 5.91 eV
- E_HOMO (alpha / beta): -4.408 / -4.474 eV
- E_LUMO (alpha / beta): 1.44 / 1.44 eV
- Net charge: -1

[2]
This record from the OMol25 dataset describes a molecular structure, C40H31Br2CrN3O3P2 in a non-equilibrium geometry. The level of theory is ωB97M-V/def2-TZVPD.

Each line ends with the Löwdin spin population.
Element x y z (Å)
Cr -0.50 0.22 -1.49  2.922
O -1.61 -2.64 -3.95  0.012
C -1.14 -1.69 -3.38  0.007
O -1.14 -1.48 -2.08  0.020
C -0.45 -0.58 -4.15  0.008
C -0.43 -0.51 -5.52  -0.003
C 0.22 0.56 -6.12  0.011
C 0.83 1.52 -5.32  -0.003
C 0.77 1.38 -3.95  0.008
N 0.14 0.35 -3.38  -0.025
H -0.92 -1.30 -6.08  0.000
H 0.24 0.65 -7.19  0.001
H 1.34 2.36 -5.75  0.000
H 1.23 2.11 -3.29  0.000
Br -4.99 2.11 -2.63  0.002
C -3.54 2.95 -1.78  0.009
C -3.69 4.25 -1.25  -0.003
C -2.66 4.87 -0.61  0.009
Br -2.91 6.61 0.09  0.002
C -1.41 4.22 -0.46  -0.001
C -0.27 4.75 0.19  0.012
C 0.88 4.00 0.26  -0.002
C 0.91 2.72 -0.29  0.013
N -0.14 2.20 -0.91  -0.007
C -1.29 2.93 -1.01  0.004
C -2.36 2.26 -1.67  -0.002
O -2.13 1.03 -2.13  0.017
H -4.63 4.76 -1.36  0.000
H -0.32 5.73 0.63  0.001
H 1.76 4.39 0.75  0.000
H 1.79 2.10 -0.22  0.001
C -1.10 -2.69 0.87  -0.001
N -0.11 -1.59 0.96  0.000
P 0.99 -1.27 -0.33  -0.014
C 2.51 -0.71 0.48  -0.004
C 2.89 -1.11 1.75  -0.001
C 4.12 -0.71 2.26  0.000
C 4.98 0.07 1.50  0.000
C 4.61 0.47 0.22  0.000
C 3.38 0.08 -0.29  0.000
C 1.48 -2.88 -1.00  -0.004
C 1.78 -3.93 -0.13  -0.001
C 2.23 -5.14 -0.64  0.000
C 2.41 -5.29 -2.01  0.000
C 2.13 -4.24 -2.87  0.000
C 1.67 -3.04 -2.37  0.000
P -0.42 0.01 1.65  0.007
C -2.23 0.18 1.81  0.001
C -3.03 0.00 0.68  0.001
C -4.37 0.32 0.70  0.000
C -4.94 0.84 1.86  0.001
C -4.15 1.03 2.99  0.000
C -2.80 0.71 2.96  0.001
C 0.11 -0.23 3.38  0.003
C 0.95 0.73 3.96  0.000
C 1.41 0.56 5.26  0.000
C 1.05 -0.57 5.98  0.000
C 0.22 -1.53 5.40  0.000
C -0.25 -1.36 4.11  0.000
H -0.62 -3.64 1.07  0.000
H -1.58 -2.74 -0.10  0.000
H -1.87 -2.53 1.63  0.000
H 2.23 -1.71 2.36  0.000
H 4.41 -1.02 3.26  0.000
H 5.94 0.37 1.90  0.000
H 5.28 1.08 -0.38  0.000
H 3.08 0.39 -1.29  0.001
H 1.66 -3.81 0.94  0.000
H 2.46 -5.96 0.03  0.000
H 2.76 -6.24 -2.41  0.000
H 2.27 -4.36 -3.94  0.000
H 1.46 -2.22 -3.04  0.000
H -2.62 -0.42 -0.24  0.000
H -4.98 0.17 -0.18  0.000
H -5.99 1.10 1.88  0.000
H -4.59 1.44 3.89  0.000
H -2.19 0.86 3.85  0.000
H 1.24 1.60 3.38  0.000
H 2.06 1.30 5.70  0.000
H 1.42 -0.71 6.99  0.000
H -0.06 -2.41 5.97  0.000
H -0.90 -2.11 3.67  0.000

Properties
- Spin multiplicity: 4
- Energy relative to the best compared isomer or geometry (same formula, charge and spin): 2.17 kcal/mol
- Kohn-Sham gap (alpha / beta): 6.81 / 7.15 eV
- E_HOMO (alpha / beta): -10.454 / -10.540 eV
- E_LUMO (alpha / beta): -3.64 / -3.39 eV
- Net charge: +1

[3]
This record from the OMol25 dataset describes a gas-phase ion, C5H8N5O (charge +1) in a non-equilibrium geometry. The level of theory is ωB97M-V/def2-TZVPD.

Each line ends with the Löwdin charge.
Element x y z (Å)
C 0.44 1.24 2.61  -0.072
O -0.24 1.64 1.47  -0.083
N -0.79 0.62 0.78  0.065
C -0.34 0.17 -0.36  -0.212
N 0.79 0.49 -0.97  0.125
C 1.02 -0.25 -2.08  -0.033
C -0.03 -1.10 -2.16  -0.202
N -0.62 -2.16 -2.83  0.152
C -1.73 -2.50 -2.07  -0.118
N -1.87 -1.84 -0.98  0.140
N -0.88 -0.92 -1.06  0.032
H -0.14 0.80 3.50  0.122
H 0.89 2.04 3.11  0.078
H 1.09 0.39 2.27  0.110
H -1.55 0.07 1.04  0.160
H 1.47 1.33 -0.76  0.251
H 1.84 0.03 -2.78  0.151
H -0.52 -2.39 -3.84  0.191
H -2.31 -3.39 -2.26  0.145

Properties
- Energy relative to the best compared isomer or geometry (same formula, charge and spin): 108.08 kcal/mol
- Kohn-Sham gap: 9.33 eV
- SMILES string: CO/[NH+]=c1\[nH]cc2[nH]cnn12
- E_HOMO: -11.950 eV
- E_LUMO: -2.62 eV
- Net charge: +1

[4]
This record from the OMol25 dataset describes a molecular structure, C5H10O2. The level of theory is ωB97M-V/def2-TZVPD.

Each line ends with the Löwdin charge.
Element x y z (Å)
O -1.34 -0.64 1.87  -0.063
C -0.97 0.70 1.62  -0.272
C 0.26 0.80 0.72  -0.154
C 0.03 0.04 -0.57  -0.274
C 0.94 0.25 -1.80  -0.154
O 1.06 -1.17 -1.99  -0.111
C 0.50 -1.42 -0.70  -0.157
H -1.87 -0.95 1.12  0.083
H -0.78 1.16 2.60  0.116
H -1.81 1.26 1.16  0.119
H 1.13 0.40 1.25  0.121
H 0.47 1.86 0.52  0.121
H -1.02 0.13 -0.88  0.142
H 1.90 0.72 -1.57  0.122
H 0.49 0.75 -2.66  0.118
H -0.26 -2.20 -0.72  0.118
H 1.28 -1.69 0.03  0.124

Properties
- Energy relative to the best compared isomer or geometry (same formula, charge and spin): 55.27 kcal/mol
- Kohn-Sham gap: 10.55 eV
- E_HOMO: -9.684 eV
- E_LUMO: 0.87 eV
- Net charge: 0

[5]
This record from the OMol25 dataset describes a molecular structure, C21H35BN7ORe. The level of theory is ωB97M-V/def2-TZVPD.

Each line ends with the Löwdin spin population.
Element x y z (Å)
Re -0.16 0.21 0.31  0.716
C -0.20 0.35 5.33  0.000
N -0.01 -0.73 4.37  0.000
C 0.01 -2.12 4.89  0.000
C 0.18 -2.97 3.64  0.000
N 0.04 -1.98 2.55  -0.001
C 0.19 -2.37 1.18  0.002
C 0.02 -0.74 3.05  0.000
N 0.02 0.35 2.19  -0.004
C 0.07 1.75 2.69  0.002
C 0.63 2.62 1.59  0.006
N 0.05 2.18 0.30  0.078
C 0.28 2.88 -0.84  0.014
N -0.06 2.36 -2.04  0.007
C -0.66 1.08 -2.29  0.001
C 0.34 3.25 -3.14  0.001
C 0.85 4.48 -2.41  0.002
N 0.84 4.08 -0.99  0.019
C 1.37 5.03 -0.01  0.001
H -0.59 -0.10 6.24  0.000
H -0.92 1.08 4.98  0.000
H 0.75 0.83 5.58  0.000
H -0.92 -2.31 5.42  0.000
H 0.84 -2.23 5.59  0.000
H -0.59 -3.74 3.54  0.000
H 1.16 -3.44 3.58  0.000
H -0.13 -3.41 1.07  0.000
H 1.22 -2.32 0.82  0.002
H -0.53 -1.88 0.49  0.000
H 0.71 1.83 3.57  0.000
H -0.94 2.06 2.97  0.001
H 1.72 2.51 1.56  0.003
H 0.39 3.66 1.82  0.000
H -1.73 1.05 -2.08  0.001
H -0.11 0.22 -1.85  -0.001
H -0.55 0.85 -3.35  0.000
H -0.52 3.47 -3.77  0.000
H 1.10 2.76 -3.75  0.000
H 0.22 5.36 -2.54  0.001
H 1.87 4.74 -2.69  0.000
H 1.94 5.77 -0.57  0.000
H 2.06 4.55 0.68  0.000
H 0.58 5.55 0.52  0.001
B 4.20 -0.20 -1.07  0.017
C 2.77 -0.10 -0.67  0.046
N 1.64 0.00 -0.33  0.012
H 4.19 -0.28 -2.28  0.000
H 4.63 -1.19 -0.54  0.014
H 4.67 0.86 -0.71  0.006
C -3.47 1.81 0.47  0.001
C -3.31 0.36 0.15  0.006
O -2.11 -0.13 0.16  0.034
C -4.39 -0.49 -0.16  0.001
C -5.71 0.01 -0.14  0.002
C -6.77 -0.80 -0.47  0.000
C -6.53 -2.13 -0.81  0.005
C -5.24 -2.65 -0.84  0.000
C -4.17 -1.85 -0.51  0.003
H -2.52 2.25 0.76  0.000
H -4.20 1.95 1.27  0.001
H -3.86 2.33 -0.41  0.000
H -5.90 1.04 0.13  0.000
H -7.78 -0.42 -0.46  0.000
H -7.37 -2.77 -1.07  0.000
H -5.08 -3.69 -1.11  0.000
H -3.17 -2.24 -0.53  0.000

Properties
- Spin multiplicity: 2
- Kohn-Sham gap (alpha / beta): 6.36 / 7.04 eV
- E_HOMO (alpha / beta): -17.236 / -17.747 eV
- E_LUMO (alpha / beta): -10.87 / -10.71 eV
- Net charge: +3

[6]
This record from the OMol25 dataset describes a single C3H7NO molecule in a non-equilibrium geometry. The level of theory is ωB97M-V/def2-TZVPD.

Each line ends with the Löwdin charge.
Element x y z (Å)
C 1.12 -1.54 -0.69  -0.127
N 1.28 -0.34 0.19  -0.130
C 0.23 0.52 -0.23  -0.270
C -1.16 0.33 0.39  -0.229
O -1.86 1.29 0.64  0.034
H 0.53 -2.18 -0.25  0.004
H 0.69 -1.42 -1.72  0.088
H 2.26 -1.85 -0.66  0.124
H 2.26 -0.04 0.02  0.110
H 0.15 0.71 -1.43  0.159
H 0.45 1.59 0.15  0.136
H -1.53 -0.64 0.61  0.101

Properties
- Energy relative to the best compared isomer or geometry (same formula, charge and spin): 66.57 kcal/mol
- Kohn-Sham gap: 10.37 eV
- SMILES string: CNCC=O
- E_HOMO: -9.448 eV
- E_LUMO: 0.92 eV
- Net charge: 0